Formula: C50H126N10O10
Source: the OMol25 dataset
Level of theory: wB97M-V/def2-TZVPD

Structure (SMILES): CC1(C)CCCC(C)(C)N1O.CC1(C)CCCC(C)(C)N1O.COC[C@H](C)N.COC[C@H](C)N.COC[C@H](C)N.COC[C@H](C)N.COC[C@H](C)N.COC[C@H](C)N.COC[C@H](C)N.COC[C@H](C)N
Total energy (eV): -89255.764
Spin multiplicity: 1
Relative energy (zero: lowest compared OMol25 entry of this formula, charge and spin) (kJ/mol): 669.0
Total charge: 0

XYZ file:
```
196
Properties=species:S:1:pos:R:3:forces:R:3
O -6.80476 1.02386 1.08558 0.743 0.626 1.249
O -4.08879 2.17773 -4.77243 -1.465 0.429 -0.351
O 5.57293 1.17671 -3.63978 -0.868 -2.404 0.816
O 0.04738 2.44135 -2.28177 -0.336 0.633 0.102
O 2.50596 4.55521 1.76305 -0.796 -0.182 0.747
O 6.17164 -2.95222 4.60908 0.232 1.299 -2.078
O 0.90404 -1.37983 7.19881 -0.793 -0.925 0.339
O -5.49912 -4.46322 -0.00473 1.793 0.739 -0.051
O 3.11971 -6.08307 -0.82444 1.778 2.322 -1.605
O -1.51590 -0.58077 0.42092 -0.436 -0.534 0.466
N 5.58930 -4.53684 -2.17550 1.508 -0.495 1.383
N 0.16430 -1.39964 4.32170 -1.387 0.985 0.909
N 1.86597 4.20350 3.00031 3.102 -0.926 1.681
N -2.95840 -5.99042 -0.28335 0.176 0.400 0.233
N 0.56077 -0.82001 -1.77218 -0.297 -0.104 1.257
N -1.77012 5.60620 -1.91084 -3.152 2.106 -0.601
N 5.76311 -1.95534 0.99257 1.051 -0.383 0.748
N 6.43156 3.12439 -1.90562 -0.103 -0.337 1.225
N -8.10855 3.48086 2.20298 1.044 1.452 0.737
N -3.64323 0.94556 -5.22949 2.667 -0.198 -1.161
C 7.29462 -3.44643 5.22140 0.980 -0.270 0.926
C 3.35584 -4.64018 -1.32217 -2.005 0.140 0.148
C 0.48084 4.57407 3.14075 -0.199 -0.590 0.712
C 4.24397 -4.37864 -2.55077 -0.512 -0.510 -0.244
C 1.92002 -6.27740 -0.11774 -0.390 0.667 -0.229
C 0.68725 -0.78380 -0.28246 2.132 -1.957 -1.102
C -4.18160 -3.79919 -0.00700 -0.145 -2.558 0.783
C 0.26729 6.05650 2.89202 -0.291 0.001 0.927
C 1.13071 -2.23707 4.99168 -0.039 -0.059 -3.706
C -6.39710 -0.24645 1.51981 -0.899 -1.827 -1.665
C 0.54720 5.41793 -1.84347 0.041 -1.655 -1.632
C 4.01063 3.09257 4.13738 1.530 1.741 -2.367
C 5.42084 -0.27843 -3.38360 -0.124 0.614 -1.035
C 2.20451 -0.60319 -0.09755 -0.534 1.604 0.773
C 0.04727 4.35727 4.60305 -0.793 -1.063 0.183
C -3.44122 0.83843 -6.73732 -1.234 -0.312 -0.051
C -1.85763 -4.28028 1.09379 0.000 -0.390 0.204
C -8.20449 1.20823 1.30984 0.252 0.664 -0.827
C 4.59166 1.88791 -2.86997 -0.315 -0.474 -0.570
C -0.76308 4.76523 -2.40226 1.948 -0.452 1.895
C 5.64708 -2.71640 2.24636 -0.364 -0.184 0.623
C -3.25053 -1.45090 -4.81827 -0.570 0.046 -0.573
C -0.05993 2.20832 -3.71708 -1.319 -0.128 2.425
C -0.43570 3.80890 2.20816 0.379 -0.667 -0.467
C -3.66282 0.01995 -2.92433 -1.363 1.150 -0.653
C 0.43161 3.00738 5.16911 1.637 -1.124 -0.472
C 1.44967 -0.63710 8.26473 1.792 0.681 -0.904
C -3.22370 -4.87031 0.63230 1.094 0.203 -1.032
C -4.81147 0.73974 -7.56129 1.037 -0.166 0.698
C -0.30182 0.08084 0.50799 1.871 -0.869 -1.717
C 2.55632 2.99600 3.66610 -1.471 0.591 0.433
C 5.19741 2.37023 -1.57273 -0.888 1.925 -0.497
C 6.56462 -2.19329 3.41210 -2.215 -0.556 -0.755
C 3.82288 -5.31372 -3.60707 -0.862 -1.677 -0.896
C 5.81241 -4.25265 2.03434 -0.066 -0.295 -0.233
C 2.35603 1.70587 2.84515 -0.985 0.092 0.512
C -2.56228 0.29763 0.66746 -0.940 1.035 -0.718
C -8.10232 3.20677 -0.32149 -0.823 -0.782 1.755
C -2.70834 2.03308 -7.35063 0.631 0.291 1.032
C -4.07774 -0.19152 -4.41288 2.573 -0.275 -0.868
C -5.51068 -0.46543 -4.63679 -1.201 -0.415 0.492
C 1.78385 -1.47659 6.03642 -0.267 1.377 3.171
C 4.09508 3.23162 -0.84218 1.322 -0.026 0.240
C -6.40742 -3.89495 0.87095 -0.390 0.268 0.551
C 2.01351 2.91778 5.09170 -3.954 -0.481 0.132
C -0.97350 3.35809 -1.79897 1.862 0.551 -0.244
C 2.11512 -2.44923 3.83373 1.031 -1.671 1.206
C -2.59879 -0.42111 -6.96163 0.250 -1.159 -0.367
C -3.09679 -1.71554 -6.33954 -1.001 0.888 1.473
C -8.58443 2.68570 1.12692 0.570 -1.456 -1.213
H 1.01433 -6.07417 -0.68917 -0.023 0.323 -0.548
H 3.80785 -6.33843 -3.23580 0.102 -0.116 0.237
H -0.33695 0.97134 -0.11962 -0.071 0.751 0.543
H 0.02284 2.14561 4.64151 -0.186 0.193 -0.804
H 0.54543 0.13828 -2.09084 -0.406 0.067 -0.301
H -4.02015 -3.60429 -1.06721 0.649 0.109 0.111
H -1.06960 -5.03246 1.05717 -0.306 -0.423 0.003
H 6.56737 -2.39474 0.56808 0.266 0.346 -0.824
H 3.05993 5.25527 2.11607 0.307 0.240 -0.549
H 2.74102 -1.87015 6.37852 0.183 -0.178 -0.191
H -7.19734 3.23028 2.55937 0.251 -0.357 -0.204
H -3.32791 2.92955 -7.32659 -0.046 -0.081 -0.358
H -2.40079 -2.52911 -6.54396 -0.045 0.002 0.075
H -2.00477 3.02571 -1.91768 -0.083 -0.343 -0.456
H -0.00134 2.78392 6.14416 0.433 0.648 0.487
H 4.70216 3.30061 3.32092 0.112 -0.207 -0.493
H -3.38761 2.60901 -4.27852 0.435 -0.225 -0.019
H 6.03340 -0.83775 -4.09073 0.404 0.394 0.069
H 6.29226 -1.15725 3.61343 0.260 0.123 -0.137
H -3.68122 -6.69496 -0.24809 -0.190 0.213 -0.276
H 2.37113 -1.07616 8.64714 0.250 -0.503 -0.044
H 6.97792 -3.82654 6.19265 0.250 -0.394 -0.096
H -3.14511 0.09612 1.56624 0.014 -0.319 -0.008
H 4.44538 3.81998 0.00589 0.636 -0.479 0.283
H -3.17552 0.33133 -0.23304 -0.621 -0.331 0.169
H 2.37817 -4.27129 -1.63229 -0.369 -0.156 0.108
H 2.40194 -0.43605 0.96131 0.430 -0.156 0.105
H -5.93513 -3.41848 1.73004 0.267 0.330 0.022
H 7.81856 -4.17141 4.59851 -0.149 -0.615 0.089
H 2.70656 -1.58491 3.53166 -0.366 0.221 0.183
H -0.59159 -1.28818 4.98223 -0.646 0.371 -0.322
H -8.54078 4.19710 -0.44438 0.078 -0.044 -0.400
H -2.52893 -0.70074 -8.01283 0.114 0.791 -0.384
H 4.48234 -5.35782 -4.47383 -0.212 0.501 -0.214
H 2.79146 -1.42895 -0.49970 -0.324 -0.072 0.065
H 2.35675 1.94266 5.43727 0.096 0.335 0.748
H 0.91167 6.59043 3.59044 0.482 0.360 -0.603
H -0.79349 3.48396 -0.73133 -0.028 -0.342 0.121
H -0.71092 6.22766 3.34138 -0.370 0.312 -0.499
H 0.37121 5.16586 5.25830 0.252 0.035 -0.015
H -5.67640 -1.17475 -5.44765 0.020 -0.044 0.044
H -1.51816 6.20337 -1.13623 0.501 -0.871 0.937
H -2.30098 1.80362 -8.33526 -0.669 -0.066 -0.249
H 5.61041 -0.66407 -2.38188 0.431 0.698 0.319
H 1.79029 0.29423 7.81228 -0.019 0.626 0.304
H -7.01461 3.25099 -0.37637 -0.025 0.114 0.313
H -0.78657 4.66624 -3.48750 -0.034 0.468 -0.007
H 2.24983 3.80709 5.67598 1.039 -0.409 0.087
H 3.34624 2.56382 -0.41629 -0.311 0.195 -0.384
H -2.22251 1.33210 0.71774 0.239 0.130 0.391
H -2.89734 -5.57348 -1.20125 -0.067 -0.549 -0.370
H 3.69179 1.29154 -2.71939 0.026 -0.593 0.317
H 5.51629 -4.89446 2.86410 -0.062 0.354 0.238
H -3.60257 -0.87363 -2.30304 0.184 -0.256 -0.442
H -9.65018 2.75759 1.34396 -0.476 -0.353 -1.318
H 4.65010 -2.42642 2.57809 -0.239 -0.764 0.312
H -8.66921 0.63710 0.50613 -0.598 -0.235 0.196
H -0.17341 -1.81691 3.46616 -0.201 -0.155 0.101
H 5.39181 1.49994 -0.94591 0.479 0.084 0.077
H 0.23466 3.48986 1.41008 -0.492 0.697 -0.966
H -7.96496 4.37724 1.76027 0.052 0.628 0.611
H 3.10592 0.96877 3.13226 0.245 0.015 -0.655
H -1.04205 4.33247 4.63251 -0.226 0.597 -0.258
H 0.41389 1.23594 -3.85151 0.264 0.427 -0.688
H 3.67414 -3.91433 -0.57389 0.172 -0.701 0.842
H 6.99851 2.62529 -2.57612 -0.166 -0.093 -0.051
H 6.28280 4.06514 -2.24173 -0.375 -0.073 0.002
H 4.19595 -3.38717 -3.00109 -0.970 0.551 0.733
H 8.05498 -2.68545 5.39705 0.021 0.439 0.236
H 0.25653 3.07237 -4.30135 0.384 -0.433 -0.182
H 5.53618 -5.43342 -1.71353 1.175 -0.410 0.182
H -1.79827 2.29577 -6.81129 0.052 -0.110 0.517
H -5.85219 -0.92434 -3.70897 -0.803 0.062 -0.102
H 0.67357 -3.18620 5.27148 0.406 -0.171 0.526
H -3.87445 -2.19090 -4.31704 0.588 -0.741 -0.009
H 4.16575 3.97018 4.76495 -0.135 -0.310 0.439
H -1.93775 -4.01270 2.14739 0.068 0.507 -0.025
H -0.25625 -1.35230 -2.03531 -0.302 0.449 -0.243
H -7.26165 -0.88701 1.34560 -0.256 -0.463 0.384
H -6.02893 0.45488 -4.90616 -0.278 -0.079 0.468
H 1.63173 -2.90436 2.96927 -0.074 0.115 -0.008
H 4.17709 2.67772 -3.49641 0.591 0.595 0.002
H -1.41740 -3.47095 0.51131 -0.580 0.397 -0.061
H 1.33228 4.90074 -2.39507 0.776 0.307 0.546
H -8.48902 0.83697 2.29437 -0.103 0.025 0.075
H -5.34880 -0.14750 -7.22638 -0.360 0.381 -0.101
H 0.27529 6.37817 1.85060 0.304 0.049 0.169
H 2.79586 -3.18867 4.25554 0.614 -0.188 -0.571
H -3.69008 -5.31483 1.51151 -0.295 0.348 0.027
H -1.58043 -0.33548 -6.58253 0.146 0.684 -0.038
H 2.20733 1.89944 1.78283 1.044 0.088 -0.142
H 1.40820 1.20957 3.05349 -0.288 0.090 0.622
H -4.47074 0.61035 -2.49214 0.140 0.335 0.371
H -1.26336 4.48209 1.98484 -0.102 -0.480 -0.731
H 4.41127 -0.62358 -3.60661 -0.379 0.426 -0.101
H 5.32273 -4.67150 1.15520 -0.925 0.560 -0.069
H 0.57196 6.48935 -2.04233 0.004 -0.086 -0.162
H -6.02901 -0.51957 2.50875 -0.019 1.203 0.508
H 1.81414 -7.33520 0.12301 0.509 0.125 0.409
H 0.89996 -0.39797 9.17508 -1.083 -0.487 -0.651
H -4.65908 0.64574 -8.63648 0.463 -0.181 -0.022
H -7.01009 -4.67327 1.33904 -0.413 -0.043 -0.451
H 7.60182 -2.25521 3.08274 0.258 -0.317 0.617
H -6.98028 -3.15856 0.30733 -0.534 0.094 0.398
H -5.36245 1.67570 -7.46910 -0.271 -0.208 0.496
H -2.25860 -1.38737 -4.37091 0.017 -0.088 0.132
H -4.00357 -2.91466 0.60456 -1.051 0.423 -0.076
H 0.01134 0.23822 1.54010 0.075 0.251 0.087
H -4.06760 -1.97383 -6.76251 -0.050 -0.214 -0.081
H -0.79846 2.82310 2.49919 -0.227 0.147 0.871
H 1.88037 -5.59573 0.73188 -0.017 -0.348 0.501
H 0.60355 5.23911 -0.76972 0.166 -0.086 -0.036
H -1.80767 6.37940 -2.55957 -0.786 0.038 -0.757
H 4.97730 -2.21823 0.41509 -0.100 0.013 -0.170
H -1.14201 2.08288 -3.75514 -0.190 -0.245 -1.338
H -2.74322 0.60430 -2.89324 0.109 -0.217 0.148
H 3.69624 4.05505 -1.43463 -0.428 -0.514 -0.651
H 1.86991 -0.43713 5.71983 0.560 0.055 -0.481
H 4.38770 2.16675 4.57187 -0.446 0.140 0.257
H 2.50548 0.29999 -0.62839 0.286 0.159 -0.007
H 2.77748 -5.10995 -3.83883 0.023 0.057 -0.661
H 6.80435 -4.59660 1.74135 0.754 0.657 0.496
H 0.65710 -1.83520 0.00346 -1.111 -0.175 0.342
H -8.40605 2.50316 -1.09659 -0.317 0.237 -0.092
H 6.21582 -4.59265 -2.96573 0.042 -0.159 -0.088
H -5.71313 -0.70863 0.80800 0.564 0.565 -0.130
```
Forces are in eV/Å.